[1]
C50H65Cl4F5O6 | the ωB97M-V functional and the def2-TZVPD basis

Geometry as XYZ:
```
130
C50H65Cl4F5O6, DFT the ωB97M-V functional and the def2-TZVPD basis
Cl 0.10 2.77 6.61
C 0.60 -0.02 -1.10
H -0.77 2.40 2.68
O 1.11 3.93 -1.99
H -1.14 5.94 4.96
H -7.36 1.11 -4.21
H -2.63 0.51 -7.72
C 0.73 -4.98 -0.53
C 4.80 1.77 -2.09
C 0.06 0.96 6.55
H 3.23 2.87 -3.03
H 3.77 -0.32 7.35
C -0.76 -0.27 -1.08
H 5.52 -0.72 7.15
C -4.77 -0.84 -3.19
H -0.52 -1.00 -5.85
H 1.84 -3.64 -3.91
C 0.45 -3.82 0.22
H -1.07 3.84 -0.92
H -2.41 -5.37 -0.01
H -2.23 1.93 -3.73
H 8.02 1.38 2.93
Cl -3.28 -3.24 -0.69
H -5.23 1.28 -2.92
C -1.50 -0.26 0.12
H 6.50 2.79 -1.47
H -5.38 -3.52 2.52
F -1.35 -0.49 -2.27
H 6.48 2.18 3.28
F 0.75 3.35 -6.79
H -6.69 -3.05 -4.84
H 1.11 -4.87 -1.54
H -4.51 -2.88 -3.58
Cl -0.48 0.36 4.93
C 4.43 -0.59 5.34
H 2.32 0.28 0.14
C 4.23 3.01 -2.61
C -0.05 -3.97 1.53
H 4.52 0.91 2.61
C -7.15 -0.99 -4.58
H -2.55 5.71 3.89
C -4.93 -2.61 2.90
C 0.90 -3.09 -4.01
H -0.62 0.57 7.31
C -0.80 -0.06 1.38
C 0.65 -6.22 0.09
C 1.21 -2.21 -5.24
C -0.34 3.60 -0.14
H -0.27 3.30 -4.42
H 6.68 1.03 -1.17
H -2.25 4.58 5.20
C -5.16 -2.04 -3.72
C 0.55 0.19 1.34
C -0.34 2.59 -6.43
C -0.94 1.80 -7.35
H 4.87 3.49 -3.35
C 1.24 0.25 0.13
C -0.96 4.32 3.52
H 6.83 1.65 -2.83
O 6.99 -0.13 1.06
C 6.33 1.79 -1.87
F -0.89 -5.35 3.28
C 1.01 3.85 -0.80
H 4.20 3.73 -1.79
C -0.78 2.65 -5.12
C 0.46 -0.90 -5.39
C -1.57 3.00 3.11
H -0.43 4.21 0.75
C -4.26 -0.32 2.43
H 4.37 -1.98 6.93
H -4.80 -1.80 0.93
C -1.76 5.20 4.45
F -3.75 -1.05 5.96
H 2.06 3.98 1.15
C -6.41 -2.11 -4.38
H 4.67 1.84 1.17
H 1.03 -0.31 -6.10
C 0.03 -6.36 1.31
H 2.64 4.98 -0.05
H 2.34 -0.40 5.20
C 3.13 -0.79 4.57
C -3.10 -5.04 -0.77
H 0.88 -7.06 -0.54
C -4.66 -2.42 4.27
C -2.48 1.02 -5.70
O 2.08 -2.63 -5.97
H -0.28 -3.06 2.06
F -8.24 -0.99 -5.36
H -4.08 -5.51 -0.68
H 1.08 0.61 6.68
C -1.86 1.82 -4.74
C -0.31 -5.22 2.07
C 7.11 1.78 2.48
C -3.93 -0.19 3.75
H -1.94 2.45 3.97
C -5.57 0.32 -3.29
H -3.37 0.48 -5.42
C -4.67 -1.58 1.98
C 4.50 -0.91 6.80
O 4.12 0.81 -1.82
H 0.33 -0.38 -4.43
C -6.80 0.22 -4.00
C 6.42 0.72 1.69
H 4.42 0.11 0.99
H 0.63 -2.79 -0.06
H -2.56 -0.46 0.11
H 2.96 3.16 -0.25
C 2.29 3.95 0.08
C -4.09 -1.19 4.68
H -3.80 -0.77 -2.71
H -4.82 -3.24 4.95
Cl -2.45 -5.40 -2.34
H 0.09 -3.81 -4.14
H 1.05 0.13 2.29
H -0.36 2.58 0.23
C 4.92 0.87 1.60
H -3.99 0.44 1.71
H 0.63 -2.44 -3.18
H -1.24 -0.22 2.35
H 7.39 2.60 1.82
H 2.91 -1.85 4.43
H 3.09 -0.17 3.67
H -0.63 1.84 -8.39
H -2.36 3.21 2.38
O 0.12 4.68 3.13
H -0.19 -7.35 1.68
C -2.04 1.08 -7.01
O 5.40 -0.14 4.78
H 1.20 -0.14 -1.99
H -3.44 0.74 4.00
```

Calculated values
charge = 0

These are the Mulliken partial charges, in e, on atoms 1 to 5:
1. Cl -0.154
2. C -0.432
3. H -0.226
4. O -0.530
5. H 0.351


[2]
C50H67IN5O11 | the ωB97M-V functional and the def2-TZVPD basis

Geometry as XYZ:
```
134
C50H67IN5O11, DFT the ωB97M-V functional and the def2-TZVPD basis
H -5.84 -1.78 0.21
H -0.78 -0.33 -0.06
C 3.11 0.22 -1.81
C -6.32 -6.82 5.95
H 8.26 -1.22 1.85
H -7.88 2.61 -5.14
H -6.85 -0.13 -1.46
H 6.46 1.98 0.42
N 0.11 -0.24 0.41
H 2.91 0.97 -2.56
C 10.92 1.84 5.02
H 3.02 -1.48 -3.07
H -6.60 2.34 -7.26
H -5.95 -1.87 -6.34
C 7.67 0.20 0.32
O 5.03 4.07 0.63
H 1.17 -0.40 -2.24
C 10.83 2.36 3.64
H 7.58 -0.70 -0.29
N 1.01 0.50 -0.36
H -2.40 3.67 2.55
H 0.48 -1.14 0.68
H 4.46 -5.87 -7.39
H -0.41 3.47 1.56
H -6.27 2.03 1.39
O -5.54 0.09 -7.98
C -7.65 0.52 -4.52
C -6.76 1.52 -6.57
C 9.81 3.86 5.86
H -6.61 -3.65 1.94
H -1.36 0.87 2.74
C -6.17 0.22 -6.96
O -7.75 -3.46 0.21
H -4.95 1.10 -1.18
H -7.24 -1.61 -4.22
C 3.59 -4.98 -5.67
H -0.80 3.75 -1.06
H 9.33 0.16 1.72
C 1.76 -0.30 -1.32
C -8.57 -5.07 5.62
H 9.26 5.36 4.36
H -5.07 -5.15 5.57
H -8.87 -1.75 0.44
O -7.94 -8.48 6.34
C -7.64 -3.76 1.58
O 11.24 1.72 2.69
H 2.26 4.80 -0.68
I 3.34 -0.74 1.66
H 3.13 -1.73 -7.87
H -7.92 -4.81 1.72
O 4.24 -3.80 -8.95
C -0.52 2.87 -1.64
H -0.55 2.03 3.76
C -6.76 -1.21 0.38
H -6.02 2.93 -0.10
C 9.72 4.39 4.47
C -4.26 2.76 1.11
C -1.16 1.94 2.86
C -6.39 -0.93 -6.04
C 8.28 -0.14 1.69
H 11.39 0.87 5.14
C 10.45 2.54 6.05
C 4.00 -5.00 -6.93
H 8.36 0.86 -0.22
C 10.20 3.69 3.44
H 1.14 1.02 2.30
C 6.30 0.90 0.43
C -6.71 0.10 -0.40
C 5.42 0.48 -0.75
C -6.07 -5.54 5.67
H -4.68 0.24 0.33
H -9.35 -4.33 5.48
H 4.60 -0.74 -3.13
H 5.41 -0.61 -0.73
C 2.97 -3.77 -5.08
H 2.35 -1.71 -5.50
H -7.55 0.74 -0.11
H 4.09 -1.73 -1.73
C -5.56 2.19 0.57
H -0.89 1.98 0.75
O -8.26 0.66 -3.48
H -5.54 -7.55 6.09
H 3.68 -5.84 -5.02
O 9.36 4.49 6.79
H 6.66 1.88 -1.85
H 1.88 -1.32 -0.93
O -6.95 -3.40 5.23
H -6.84 -0.99 1.45
H 10.15 4.05 2.42
H -4.42 3.79 1.44
C 3.86 -3.80 -7.80
H 10.50 2.18 7.07
C 1.76 4.11 -0.01
C 3.78 -0.99 -2.46
H 6.68 0.24 -2.50
C 6.06 1.00 -2.05
C 1.08 1.90 1.66
H 1.67 2.67 2.15
C -2.51 2.67 2.99
C -7.94 -2.08 -0.05
C -7.07 -0.79 -4.90
H 5.31 1.27 -2.80
N 1.82 2.75 -0.59
H -3.34 0.98 1.93
H -0.93 2.97 -2.64
H -3.52 2.80 0.30
C -5.39 0.88 -0.21
H -8.30 -3.15 2.20
C 1.72 1.57 0.32
N 3.90 2.14 1.35
C 4.43 3.15 0.96
O 1.50 2.88 -2.85
C -8.82 -6.34 5.90
C -7.71 -7.32 6.09
H -9.82 -6.73 6.01
C 2.82 -2.58 -5.95
C -0.38 2.38 1.62
C 3.23 1.15 0.57
H -0.92 1.98 -1.16
H -8.09 -2.00 -1.12
C 3.23 -2.59 -7.21
C -3.67 1.96 2.28
O 2.60 -3.76 -3.92
H 2.26 4.15 0.95
C -7.17 -4.57 5.49
H -2.73 2.82 4.05
C 0.97 2.78 -1.78
H 7.74 0.35 2.50
H 4.01 1.91 -1.12
H 5.86 0.63 1.38
C -7.44 1.67 -5.44
H -4.48 1.76 2.99
N 3.96 0.96 -0.75
H 0.73 4.46 0.15
```

Calculated values
charge = +1

These are the Mulliken partial charges, in e, on atoms 1 to 5:
1. H 0.333
2. H 0.171
3. C 1.147
4. C -0.322
5. H 0.294


[3]
C50H68N10O6S | the ωB97M-V functional and the def2-TZVPD basis

Geometry as XYZ:
```
135
C50H68N10O6S, DFT the ωB97M-V functional and the def2-TZVPD basis
H 9.22 19.69 17.82
N 10.75 11.07 14.38
C 7.22 17.80 17.07
H 14.38 14.35 21.05
H 14.46 15.38 13.83
H 7.79 18.91 14.59
C 13.84 21.47 12.19
H 13.47 19.25 19.16
H 14.55 15.04 16.86
H 12.19 13.84 15.67
H 8.14 16.96 13.30
C 8.80 19.70 16.78
H 13.98 22.58 15.74
S 12.10 16.91 14.03
C 14.38 19.23 15.75
H 11.76 14.21 9.50
H 11.96 13.08 11.29
H 12.06 15.85 10.20
H 13.01 17.98 16.81
H 14.60 16.13 10.45
H 11.23 25.75 14.76
C 12.53 13.84 11.80
C 14.42 19.16 11.83
H 16.46 17.44 15.32
N 11.96 15.49 18.99
C 15.82 20.83 11.14
H 15.42 22.90 11.54
H 16.33 21.53 17.24
C 12.61 15.09 20.09
H 9.27 15.83 11.08
H 14.83 12.78 10.81
H 17.86 15.53 14.55
C 10.48 23.76 15.09
H 15.93 16.02 12.23
C 9.10 12.08 10.40
O 11.85 16.71 12.54
C 7.89 18.51 10.72
H 15.97 20.47 15.10
H 9.61 19.94 16.08
H 13.51 25.06 15.30
C 14.02 14.95 17.77
H 9.28 11.85 12.59
H 12.04 14.95 21.00
H 10.61 17.59 16.60
H 9.54 15.66 14.59
C 12.11 12.84 15.18
H 9.53 18.26 14.62
H 9.09 11.03 10.13
N 14.84 20.44 18.28
H 7.11 16.71 17.06
C 12.97 23.02 15.57
H 6.79 18.43 10.89
H 15.66 14.12 18.94
N 18.65 15.15 16.48
O 13.55 16.68 14.26
C 9.24 14.76 10.87
N 8.66 18.68 11.79
C 11.86 10.37 14.17
O 11.79 18.29 14.39
H 16.06 14.38 11.68
N 9.09 12.92 9.37
C 17.90 15.82 15.62
C 13.72 18.84 16.91
C 7.92 16.80 14.34
H 7.32 18.18 18.06
H 12.20 15.75 16.95
N 15.51 19.51 11.19
H 16.35 18.05 17.63
H 13.62 12.74 9.46
C 10.55 18.71 10.34
O 8.58 15.62 14.82
H 7.93 20.35 16.62
C 9.13 14.25 9.60
H 13.16 22.28 12.55
C 12.68 15.43 17.85
C 8.45 18.11 14.98
O 11.25 15.92 14.75
N 10.72 22.43 15.35
C 12.50 14.98 9.72
C 11.97 22.11 15.58
C 13.90 14.57 20.11
H 12.57 19.93 12.88
H 17.88 16.73 19.28
C 17.09 16.89 16.00
C 15.44 15.11 12.18
C 9.61 17.38 17.00
C 9.94 18.80 11.62
C 11.41 24.75 15.04
H 14.99 13.95 9.43
H 6.43 18.23 16.48
H 16.67 21.06 10.48
C 9.19 12.54 11.73
C 9.24 13.91 11.91
H 13.13 13.42 12.57
H 9.11 14.27 12.93
H 10.65 18.76 12.50
C 9.72 18.48 9.25
C 15.36 20.21 15.92
H 13.13 15.24 8.90
H 9.69 17.46 18.14
H 11.78 9.37 13.74
C 15.07 21.87 11.62
C 18.66 15.53 17.75
C 17.78 16.50 18.25
N 13.42 14.39 10.71
H 10.00 12.84 15.19
H 11.62 18.77 10.14
H 14.24 12.62 15.06
C 14.27 15.49 11.28
C 12.70 24.34 15.23
C 13.95 19.44 18.18
H 14.31 18.59 14.84
H 9.46 16.31 16.80
C 13.50 20.12 12.32
H 10.17 18.26 8.30
C 13.30 12.14 14.84
H 14.22 18.10 11.93
H 19.32 15.01 18.50
H 9.36 23.95 14.86
H 7.63 18.12 8.65
H 14.04 10.18 14.28
C 14.28 13.39 10.06
H 11.86 14.60 12.22
O 15.08 14.68 13.45
H 12.19 21.09 15.76
H 6.84 16.63 14.54
H 9.10 14.80 8.70
C 14.64 14.45 18.95
N 8.53 18.24 16.46
C 17.00 17.25 17.35
C 15.52 20.80 17.16
H 13.56 16.04 11.93
C 8.33 18.32 9.45
C 13.17 10.83 14.41
C 10.90 12.31 14.93
```

Calculated values
charge = 0

These are the Mulliken partial charges, in e, on atoms 1 to 5:
1. H 0.342
2. N -0.598
3. C -0.998
4. H 0.382
5. H 0.101


In the order shown, the computed E_LUMO values come out to 0.0600; -3.4566; 0.3995 eV.
In the order shown, the computed M values come out to 998.87; 1041.01; 937.22 g mol⁻¹.